{
  "formula": "C55H67F15N3O11S2",
  "method": "wB97M-V/def2-TZVPD",
  "homo_energy_ev": -10.433,
  "orbital_gap_ha": 0.22911,
  "total_charge": 1,
  "e_above_lowest_kj_mol": 454.6,
  "multiplicity": 1,
  "symbols": ["F", "C", "H", "C", "C", "F", "H", "H", "H", "H", "O", "H", "C", "C", "F", "C", "F", "C", "C", "H", "N", "C", "C", "H", "H", "H", "C", "H", "C", "H", "N", "H", "C", "H", "N", "H", "H", "C", "H", "H", "H", "H", "F", "C", "C", "H", "C", "H", "C", "H", "H", "H", "H", "C", "C", "O", "H", "H", "H", "H", "H", "H", "H", "F", "H", "H", "O", "H", "F", "C", "C", "H", "C", "H", "C", "C", "C", "C", "H", "F", "C", "S", "C", "C", "O", "H", "C", "H", "C", "C", "H", "H", "C", "O", "O", "H", "C", "H", "C", "F", "C", "C", "H", "O", "H", "H", "C", "C", "H", "C", "H", "H", "C", "C", "H", "C", "H", "C", "H", "C", "C", "O", "O", "H", "C", "C", "F", "C", "F", "H", "H", "C", "C", "S", "H", "C", "H", "H", "F", "H", "H", "H", "F", "H", "O", "F", "C", "O", "H", "F", "H", "C", "H"],
  "coordinates": [[-4.3784, 11.9050, -2.2418], [1.2959, -0.7997, 3.5347], [0.6516, 1.8821, 10.6068], [2.4036, -0.4569, -9.9560], [0.2118, 0.5876, 8.3601], [8.4443, 1.7655, -6.9799], [-0.5680, -1.9226, -0.7261], [1.0782, 2.2248, 6.3512], [-0.4504, -0.1598, 8.8900], [2.5625, -2.5949, -9.9977], [5.8615, -3.5994, -1.6675], [-3.6055, -6.2119, 2.4008], [0.4678, -0.0805, 1.3401], [-3.9565, 2.8405, 0.4056], [-1.1435, -8.1583, -6.3283], [-1.7676, -3.9455, 1.9409], [5.6541, -6.2513, -2.3546], [-4.7381, 11.3037, -1.1016], [-7.3884, 1.0944, 2.3463], [-4.4400, -4.0363, -0.3732], [1.3986, 0.5326, 3.7487], [-6.7367, 2.1453, 4.5086], [-0.3553, 2.2079, 10.2349], [3.4343, -0.2755, -9.6442], [7.4723, -1.1792, -3.8767], [-3.1365, 0.7885, 0.9208], [-1.1337, -0.4170, 6.2947], [-4.6825, 4.7553, -0.5700], [1.9499, -1.8335, -9.5148], [-1.5190, 3.0803, 7.0667], [1.1577, 1.5594, 3.0045], [-1.4818, -4.3637, 2.9391], [5.9196, -4.4468, -0.8232], [1.7909, 0.3246, -9.5035], [-4.2463, 3.3433, 1.7530], [0.9815, -0.6835, 6.7541], [0.2434, 5.2492, 3.1597], [-4.3468, 7.8730, 0.2178], [1.5507, -1.5441, 4.3289], [-2.4100, 7.8023, -0.7458], [-3.0815, 1.7243, -3.4170], [1.7443, 4.0622, 1.7270], [2.7697, -1.5461, -5.5306], [5.9414, -2.8187, 0.8684], [-0.2233, 4.3168, 2.7248], [-2.2772, 3.0388, 8.6943], [-7.6690, 1.2756, 3.7771], [4.5073, -1.2414, 1.1849], [-4.0941, -5.2453, 2.1194], [-0.7483, 2.4709, 0.5124], [-1.0127, -1.0909, 5.4002], [-4.9368, -5.4964, 1.4210], [-2.6688, 0.1510, -1.4491], [-3.9422, 3.3600, -2.1090], [-2.9970, 3.2559, 2.4803], [1.8480, 0.8508, 5.0039], [0.0779, -0.2469, 0.3076], [5.4608, -2.6985, -3.8371], [6.3296, -2.7665, 1.8858], [-4.7866, 7.5700, 1.1687], [-0.5235, 3.3036, 10.4397], [3.1578, -8.4064, -5.4953], [-1.8345, 0.4016, 5.9588], [-1.0629, -6.0164, -6.0868], [-8.1100, 0.4403, 1.7968], [2.7223, -7.5794, -2.5682], [5.9599, -4.2044, 0.4924], [-2.3285, 1.5392, 7.7117], [0.7446, -1.0172, -5.0126], [7.1330, 1.6045, -6.7251], [-0.3096, 2.0501, 8.6488], [-4.5416, -4.7014, 2.9949], [3.2502, -7.5091, -3.5220], [-0.2292, 3.5692, 3.5571], [5.9942, -5.9498, -1.0942], [-3.0722, -4.3062, 1.3939], [-3.3831, 1.5258, 0.1267], [-6.2605, 1.7591, 1.6719], [-2.7233, 6.4608, 0.3661], [6.6197, 2.8277, -6.5381], [1.4803, -1.7684, -5.8486], [-2.4621, 1.9553, 3.3610], [-5.6339, 2.8001, 3.8425], [0.5622, -2.7378, 1.8394], [2.1297, -2.0019, -8.0973], [-2.8270, -2.5467, -1.6582], [-3.1020, 1.1626, -1.2657], [-8.5429, 0.7894, 4.2779], [0.6721, 1.3102, 1.7725], [4.5288, -2.2723, 0.8270], [-1.1697, 1.5728, 10.6683], [-4.8903, 7.3478, -0.5706], [1.1826, -1.4704, -7.3188], [1.6415, -6.5326, -6.0443], [7.1480, -0.5827, -5.8535], [6.6151, -2.2367, 0.2372], [-5.3372, 2.6439, 2.4032], [1.4315, -3.1057, 1.2264], [-0.6450, -7.1745, -5.5579], [-4.0768, 11.9258, -0.1088], [-1.6825, 2.4148, 7.9634], [0.7265, 1.2847, 5.8421], [3.1549, -6.4770, -3.8646], [-4.2366, 9.1579, -2.1137], [0.9134, -2.0269, -9.7970], [-2.3425, 8.0816, 0.9855], [0.7689, -1.2220, 2.1991], [-2.5314, -2.9202, -0.6507], [-4.1438, 4.0399, -2.9644], [6.9038, 0.6890, -5.5209], [1.2467, 0.4997, 8.7889], [4.9776, -1.0480, -4.2529], [0.6519, 3.9221, 1.4806], [0.8801, -7.2526, -5.4643], [7.5707, -2.4299, -5.1046], [-4.4621, 9.7991, -1.1276], [-1.6937, -0.9665, 7.1037], [-1.2225, -2.5756, -0.1013], [4.3044, -7.7217, -3.3588], [0.3187, 2.5194, 0.8618], [7.0111, -1.5468, -4.7955], [6.5818, 1.0594, -4.4271], [1.2441, -8.2644, -4.6672], [-6.9157, 2.3040, 5.6006], [-4.2360, 3.7408, -0.7182], [-2.8712, 7.5295, 0.2052], [6.5756, 1.1180, -7.8493], [2.6594, -8.4762, -4.5268], [5.1768, -6.6567, -0.2922], [0.4754, 2.7762, 8.2986], [5.1092, -2.2540, -5.5192], [0.2350, 0.1624, 6.8378], [-0.8229, -3.0757, 1.2173], [-1.9519, 4.7498, 2.3256], [2.3396, -0.3607, -11.0404], [-3.3493, 2.0565, -2.3900], [0.9617, 2.4191, -0.0638], [4.1320, -2.2928, -0.1899], [-1.2371, -7.2864, -4.3538], [3.8560, -2.8738, 1.4436], [2.7873, -9.4992, -4.1724], [-4.9672, 3.4603, 4.4569], [7.2336, -6.4313, -0.8976], [-6.1794, 1.5652, 0.5783], [-4.5430, 9.2907, 0.1094], [1.2229, -3.0519, -5.5382], [5.5568, -1.9111, -4.5852], [0.2232, -0.8742, -7.7173], [0.6255, -3.3121, 2.8108], [-6.0463, 11.5613, -0.9186], [-0.1704, 1.5990, 5.2331], [-3.4571, -3.7803, 0.0797], [0.4439, 4.6876, 0.6767]]
}